Entry 1:
{
  "formula": "CH21NO8",
  "method": "ωB97M-V/def2-TZVPD",
  "elements": ["C", "N", "H", "H", "H", "H", "H", "O", "H", "H", "O", "H", "H", "O", "H", "H", "O", "H", "H", "O", "H", "H", "O", "H", "H", "O", "H", "H", "O", "H", "H"],
  "xyz": [[-2.824, 1.067, -0.284], [-1.619, 0.249, -0.171], [-2.480, 2.124, -0.317], [-3.501, 0.933, 0.581], [-3.365, 1.036, -1.226], [-1.504, -0.503, -0.829], [-0.774, 0.808, -0.109], [0.847, 1.244, 2.725], [0.556, 1.839, 1.990], [0.040, 0.732, 2.890], [1.401, 1.340, -2.122], [2.175, 1.112, -2.653], [0.689, 0.735, -2.384], [1.844, -2.034, -1.682], [1.362, -2.044, -0.829], [2.128, -2.919, -1.868], [0.327, 2.417, 0.214], [0.300, 3.163, -0.383], [0.860, 1.768, -0.299], [-0.105, -0.726, -3.170], [0.364, -1.498, -2.786], [-0.218, -0.784, -4.124], [-1.605, -0.943, 1.694], [-2.200, -1.328, 2.314], [-1.997, -0.459, 0.953], [0.691, -2.164, 0.819], [1.449, -1.638, 1.158], [-0.073, -1.554, 0.953], [2.722, -0.806, 2.780], [2.142, -1.275, 3.384], [2.369, 0.106, 2.779]],
  "nbo_charge": [-0.426, -0.860, 0.205, 0.183, 0.201, 0.387, 0.402, -0.990, 0.505, 0.485, -1.002, 0.488, 0.508, -0.996, 0.507, 0.474, -0.988, 0.492, 0.511, -1.004, 0.517, 0.486, -1.023, 0.467, 0.473, -0.997, 0.496, 0.505, -0.975, 0.466, 0.504],
  "mol_weight_g_mol": 175.18,
  "e_homo_ev": -9.68,
  "de_lowest_kj_mol": 0.0,
  "smiles": "CN.O.O.O.O.O.O.O.O"
}


Entry 2:
{
  "formula": "C4H12O",
  "method": "ωB97M-V/def2-TZVPD",
  "elements": ["C", "C", "O", "H", "H", "H", "H", "H", "H", "C", "C", "H", "H", "H", "H", "H", "H"],
  "xyz": [[-0.895, -2.193, -2.202], [-0.695, -1.324, -0.970], [-0.182, -2.062, 0.130], [-1.547, -3.034, -1.953], [0.053, -2.563, -2.584], [-1.386, -1.625, -2.990], [-0.039, -0.481, -1.201], [-1.652, -0.907, -0.644], [0.752, -2.261, -0.031], [0.303, 1.482, 1.240], [1.073, 2.635, 1.883], [-0.616, 1.822, 0.759], [0.925, 1.011, 0.474], [0.053, 0.711, 1.969], [1.268, 3.431, 1.155], [2.039, 2.280, 2.238], [0.546, 3.078, 2.726]],
  "nbo_charge": [-0.633, -0.060, -0.721, 0.213, 0.199, 0.210, 0.155, 0.175, 0.463, -0.603, -0.604, 0.200, 0.195, 0.210, 0.199, 0.200, 0.202],
  "mol_weight_g_mol": 76.14,
  "e_homo_ev": -10.35,
  "de_lowest_kj_mol": 36.8,
  "smiles": "CCO.CC"
}


Entry 3:
{
  "formula": "C8H10N3O",
  "method": "ωB97M-V/def2-TZVPD",
  "elements": ["H", "N", "C", "N", "O", "N", "C", "C", "C", "C", "C", "C", "C", "H", "H", "H", "H", "H", "H", "H", "H", "H"],
  "xyz": [[-1.888, 0.134, 2.153], [-1.677, 0.326, 1.234], [-2.282, -0.364, 0.345], [-3.153, -1.394, 0.272], [-2.198, 0.231, -1.007], [-1.737, 1.466, -0.914], [-0.607, 1.675, -0.326], [0.668, 0.891, -0.334], [1.746, 1.134, 0.541], [2.885, 0.345, 0.523], [2.991, -0.723, -0.367], [1.913, -1.057, -1.199], [0.715, -0.270, -1.112], [-3.140, -2.163, 0.932], [-3.468, -1.517, -0.653], [-2.483, 2.104, -0.881], [-0.678, 2.638, 0.125], [1.662, 2.153, 1.223], [3.657, 0.636, 1.142], [3.820, -1.430, -0.446], [2.009, -2.013, -1.876], [-0.112, -0.612, -1.744]],
  "nbo_charge": [0.396, -0.744, 0.693, -0.790, -0.356, -0.183, 0.315, -0.194, -0.128, -0.207, -0.148, -0.205, -0.149, 0.435, 0.421, 0.409, 0.237, 0.238, 0.235, 0.242, 0.249, 0.232],
  "charge": 1,
  "mol_weight_g_mol": 164.19,
  "e_homo_ev": -13.13,
  "de_lowest_kj_mol": 276.0,
  "smiles": "[H]/N=C(\\N)O/[NH+]=C\\c1ccccc1"
}


Entry 4:
{
  "formula": "C14H25BrO9",
  "method": "ωB97M-V/def2-TZVPD",
  "elements": ["C", "C", "C", "C", "O", "C", "O", "O", "C", "Br", "H", "H", "H", "H", "H", "H", "H", "H", "H", "C", "C", "O", "C", "O", "O", "C", "H", "H", "H", "H", "H", "H", "H", "H", "C", "C", "O", "C", "O", "O", "C", "H", "H", "H", "H", "H", "H", "H", "H"],
  "xyz": [[0.430, 6.641, 1.324], [-0.595, 5.629, 1.869], [-0.769, 4.316, 1.075], [0.455, 3.792, 0.343], [1.048, 2.718, 1.126], [1.475, 1.805, 0.234], [2.487, 1.184, 0.234], [0.490, 1.717, -0.739], [0.152, 3.046, -0.999], [1.362, 3.748, -2.396], [0.002, 7.644, 1.360], [0.706, 6.465, 0.287], [1.320, 6.671, 1.952], [-0.368, 5.392, 2.909], [-1.569, 6.121, 1.886], [-1.619, 4.401, 0.396], [-1.035, 3.525, 1.781], [1.232, 4.520, 0.145], [-0.860, 3.131, -1.377], [-0.838, -1.080, 0.368], [-2.130, -0.299, 0.299], [-3.166, -1.027, -0.380], [-3.763, -1.971, 0.344], [-3.544, -2.229, 1.497], [-4.665, -2.575, -0.430], [-5.360, -3.652, 0.205], [-0.525, -1.390, -0.629], [-0.052, -0.465, 0.805], [-0.946, -1.976, 0.978], [-1.993, 0.605, -0.292], [-2.478, -0.008, 1.290], [-5.806, -3.327, 1.142], [-4.681, -4.483, 0.389], [-6.136, -3.958, -0.489], [2.428, -1.490, -2.011], [2.750, -1.888, -0.588], [2.225, -3.192, -0.268], [2.921, -4.221, -0.737], [3.948, -4.167, -1.360], [2.290, -5.344, -0.382], [2.907, -6.541, -0.859], [1.353, -1.552, -2.190], [2.754, -0.466, -2.191], [2.928, -2.144, -2.724], [2.270, -1.213, 0.110], [3.822, -1.866, -0.396], [3.956, -6.578, -0.573], [2.819, -6.608, -1.942], [2.368, -7.361, -0.395]],
  "nbo_charge": [-0.622, -0.398, -0.432, 0.038, -0.498, 0.977, -0.528, -0.509, 0.053, -0.029, 0.219, 0.202, 0.217, 0.210, 0.210, 0.214, 0.239, 0.218, 0.222, -0.635, -0.069, -0.495, 0.981, -0.647, -0.495, -0.256, 0.216, 0.208, 0.232, 0.183, 0.193, 0.196, 0.191, 0.195, -0.640, -0.071, -0.497, 0.982, -0.650, -0.497, -0.255, 0.205, 0.227, 0.223, 0.201, 0.197, 0.196, 0.188, 0.193],
  "mol_weight_g_mol": 417.25,
  "e_homo_ev": -10.59,
  "smiles": "CCC[C@H]1OC(=O)O[C@@H]1Br.CCOC(=O)OC.CCOC(=O)OC"
}


Entry 5:
{
  "formula": "C5H10NO",
  "method": "ωB97M-V/def2-TZVPD",
  "elements": ["C", "C", "C", "C", "C", "N", "O", "H", "H", "H", "H", "H", "H", "H", "H", "H", "H"],
  "xyz": [[1.946, -1.183, -0.486], [1.310, -0.007, -0.666], [0.133, 2.054, 0.254], [-1.563, -1.407, 0.225], [0.405, 0.589, 0.241], [-1.493, -0.078, -0.376], [-2.329, 0.757, 0.157], [2.584, -1.617, -1.242], [1.838, -1.752, 0.425], [1.471, 0.519, -1.603], [0.610, 2.555, 1.103], [-0.957, 2.179, 0.355], [0.459, 2.533, -0.668], [-2.317, -1.972, -0.338], [-0.603, -1.909, 0.108], [-1.868, -1.397, 1.282], [0.375, 0.135, 1.229]],
  "nbo_charge": [-0.558, -0.166, -0.642, -0.478, -0.277, -0.055, -0.638, 0.171, 0.171, 0.175, 0.175, 0.250, 0.180, 0.175, 0.194, 0.153, 0.170],
  "charge": -1,
  "mol_weight_g_mol": 100.14,
  "e_homo_ev": [-1.67, -1.67],
  "de_lowest_kj_mol": 269.7
}


Entry 6:
{
  "formula": "C27H54ClFIO10S2",
  "method": "ωB97M-V/def2-TZVPD",
  "elements": ["O", "S", "O", "F", "S", "Cl", "C", "C", "C", "I", "H", "H", "H", "H", "H", "H", "C", "C", "O", "C", "H", "H", "H", "H", "H", "H", "C", "C", "O", "C", "H", "H", "H", "H", "H", "H", "C", "C", "O", "C", "H", "H", "H", "H", "H", "H", "C", "C", "O", "C", "H", "H", "H", "H", "H", "H", "C", "C", "O", "C", "H", "H", "H", "H", "H", "H", "C", "C", "O", "C", "H", "H", "H", "H", "H", "H", "C", "C", "O", "C", "H", "H", "H", "H", "H", "H", "C", "C", "O", "C", "H", "H", "H", "H", "H", "H"],
  "xyz": [[-4.081, 3.195, 0.584], [-5.219, 3.994, 0.808], [-6.361, 3.868, -0.011], [-4.833, 5.467, 0.916], [-5.989, 3.568, 2.776], [-6.371, 5.352, 3.560], [-4.615, 2.916, 3.763], [-4.184, 1.544, 3.176], [-2.720, 1.602, 2.745], [-1.467, 1.801, 4.473], [-3.805, 3.640, 3.781], [-5.047, 2.799, 4.754], [-4.833, 1.210, 2.365], [-4.253, 0.852, 4.010], [-2.542, 2.505, 2.177], [-2.418, 0.740, 2.168], [0.819, -1.720, 6.190], [1.388, -0.325, 6.257], [0.699, 0.623, 6.572], [2.842, -0.174, 5.913], [-0.236, -1.697, 6.458], [0.926, -2.113, 5.178], [1.349, -2.373, 6.883], [3.012, -0.512, 4.890], [3.452, -0.766, 6.596], [3.128, 0.873, 5.998], [-7.011, 5.796, -5.403], [-7.518, 5.425, -4.031], [-8.695, 5.409, -3.768], [-6.482, 5.068, -2.987], [-7.853, 6.026, -6.050], [-6.360, 6.669, -5.339], [-6.449, 4.965, -5.832], [-5.812, 5.915, -2.822], [-5.899, 4.205, -3.315], [-6.988, 4.826, -2.060], [5.057, -3.609, 2.507], [4.526, -2.202, 2.395], [3.691, -1.779, 3.169], [5.085, -1.361, 1.282], [4.578, -4.113, 3.345], [4.842, -4.156, 1.587], [6.135, -3.591, 2.673], [4.878, -1.829, 0.320], [6.159, -1.252, 1.396], [4.623, -0.376, 1.307], [-2.669, -0.285, -3.360], [-2.056, 0.684, -2.386], [-1.054, 0.430, -1.758], [-2.757, 2.016, -2.216], [-2.075, -1.194, -3.391], [-3.680, -0.535, -3.058], [-2.690, 0.160, -4.357], [-3.776, 1.854, -1.856], [-2.792, 2.548, -3.168], [-2.214, 2.619, -1.491], [-6.611, -3.246, -2.138], [-5.280, -3.397, -2.834], [-4.718, -2.451, -3.339], [-4.684, -4.781, -2.874], [-6.928, -2.206, -2.182], [-7.362, -3.867, -2.627], [-6.523, -3.551, -1.093], [-5.359, -5.464, -3.392], [-4.519, -5.147, -1.859], [-3.734, -4.752, -3.401], [1.647, -5.717, -0.763], [3.101, -5.883, -0.390], [3.973, -5.266, -0.954], [3.414, -6.852, 0.726], [1.561, -4.995, -1.571], [1.234, -6.672, -1.091], [1.079, -5.360, 0.098], [3.074, -7.854, 0.462], [2.918, -6.531, 1.643], [4.489, -6.873, 0.889], [6.743, -0.538, -2.819], [7.632, -0.314, -1.625], [7.226, -0.477, -0.495], [9.047, 0.129, -1.900], [5.757, -0.848, -2.481], [6.648, 0.392, -3.380], [7.155, -1.314, -3.466], [9.039, 1.077, -2.438], [9.563, -0.620, -2.502], [9.578, 0.256, -0.959], [3.566, 2.577, -1.051], [5.070, 2.715, -1.086], [5.694, 2.559, -2.109], [5.756, 3.051, 0.214], [3.201, 2.333, -2.046], [3.281, 1.781, -0.361], [3.113, 3.514, -0.723], [5.557, 2.273, 0.953], [5.392, 4.007, 0.594], [6.829, 3.118, 0.052]],
  "mulliken_charge": [-0.292, 1.059, -0.452, -0.107, 0.301, -0.007, -0.574, -0.769, -0.982, 0.126, 0.494, 0.465, 0.479, 0.393, 0.311, 0.518, -1.087, 0.838, -0.589, -0.757, 0.299, 0.291, 0.354, 0.071, 0.347, 0.297, -1.122, 0.712, -0.543, -0.850, 0.310, 0.325, 0.314, 0.363, 0.279, 0.232, -0.954, 0.608, -0.581, -0.686, 0.292, 0.119, 0.361, 0.264, 0.362, 0.156, -1.044, 0.778, -0.584, -0.901, 0.266, 0.263, 0.358, 0.216, 0.419, 0.263, -1.091, 0.803, -0.527, -1.111, 0.277, 0.335, 0.327, 0.343, 0.334, 0.283, -1.137, 0.913, -0.548, -1.171, 0.312, 0.335, 0.303, 0.419, 0.310, 0.288, -1.117, 0.892, -0.508, -1.208, 0.206, 0.286, 0.439, 0.315, 0.367, 0.306, -1.097, 0.946, -0.560, -1.094, 0.304, 0.248, 0.349, 0.227, 0.408, 0.274],
  "charge": 1,
  "mol_weight_g_mol": 784.21,
  "e_homo_ev": -10.60
}


Entry 7:
{
  "formula": "C3H6N4S",
  "method": "ωB97M-V/def2-TZVPD",
  "elements": ["C", "N", "C", "N", "N", "C", "S", "N", "H", "H", "H", "H", "H", "H"],
  "xyz": [[3.025, -1.086, 0.095], [2.404, 0.310, 0.028], [1.150, 0.321, -0.097], [0.462, 1.546, -0.216], [-0.894, 1.291, 0.232], [-1.171, -0.008, 0.055], [-2.594, -0.714, 0.003], [0.087, -0.631, -0.127], [4.188, -0.930, -0.006], [2.785, -1.745, -0.767], [2.796, -1.509, 1.085], [0.875, 2.448, 0.227], [-1.619, 1.886, -0.100], [0.040, -1.694, -0.233]],
  "nbo_charge": [-0.459, -0.497, 0.546, -0.449, -0.435, 0.204, -0.142, -0.650, 0.212, 0.191, 0.201, 0.414, 0.410, 0.452],
  "mol_weight_g_mol": 130.18,
  "e_homo_ev": -8.76,
  "de_lowest_kj_mol": 166.5,
  "smiles": "C/N=c1/[nH][nH]c(=S)[nH]1"
}